[1]
Entry from OMol25: an isolated molecule of C5H8O (ωB97M-V/def2-TZVPD).

Values from the calculation:
energy above the lowest of the compared OMol25 structures with the same formula, charge and spin = 106.2 kJ/mol
lowest unoccupied orbital energy = 1.11 eV
electronic energy = -270.51745 a.u.
total charge = 0
SMILES string = C[C@@H]1C=CCO1

XYZ file:
```
14
Properties=species:S:1:pos:R:3:forces:R:3
C -1.711773 0.613148 0.335038 0.062 -0.027 0.106
C -0.709759 -0.196018 -0.502979 0.026 -0.319 0.327
C 0.149031 -1.165233 0.334724 0.007 0.324 -0.149
C 1.395325 -0.718686 0.365878 -0.064 -0.080 0.057
C 1.534945 0.492077 -0.475531 0.055 0.142 -0.078
O 0.262389 0.666941 -1.097579 0.276 0.154 0.030
H -2.330987 1.305515 -0.251353 0.326 -0.277 -0.133
H -2.396999 -0.057212 0.864104 0.123 0.029 0.005
H -1.162977 1.212586 1.066442 -0.059 -0.116 0.044
H -1.255210 -0.691578 -1.319310 0.203 -0.057 0.150
H -0.165450 -2.063614 0.851718 -0.374 0.192 -0.089
H 2.256864 -1.090521 0.906964 -0.230 -0.281 0.022
H 2.321263 0.347447 -1.228666 -0.223 0.191 -0.078
H 1.818785 1.351604 0.149017 -0.128 0.126 -0.216
```
Positions in Å, forces in eV/Å.

Results of the natural (NBO) charge analysis, in e, for atoms 1 through 8:
1. C -0.63
2. C 0.07
3. C -0.22
4. C -0.21
5. C -0.10
6. O -0.53
7. H 0.22
8. H 0.21


[2]
Entry from OMol25: C4H3N3O as an isolated structure at a distorted geometry (ωB97M-V/def2-TZVPD).

Values from the calculation:
energy above the lowest of the compared OMol25 structures with the same formula, charge and spin = 309.6 kJ/mol
lowest unoccupied orbital energy = 0.01 eV
electronic energy = -393.60150 a.u.
total charge = 0

XYZ file:
```
11
Properties=species:S:1:pos:R:3:forces:R:3
C 1.618966 -0.526313 -0.620861 0.600 -0.231 2.253
C -0.381015 -0.691698 -0.274146 0.980 1.734 0.954
C -1.758108 0.616508 0.633731 -2.548 -2.810 -1.567
C 0.556600 0.376086 -0.138765 -1.451 3.736 1.059
H 2.084753 -0.648053 -1.544127 0.704 1.016 -1.746
H 2.310895 -0.747472 0.171135 0.718 0.080 0.310
H -2.762401 0.801152 0.763677 -2.213 0.474 0.734
N -1.612441 -0.686884 0.089157 1.315 0.480 0.310
N -1.014532 1.587685 0.885369 2.812 1.232 0.455
N 0.334785 1.435135 0.593069 0.863 -0.783 -1.416
O 0.622498 -1.516147 -0.558239 -1.780 -4.928 -1.348
```
Positions in Å, forces in eV/Å.

Results of the natural (NBO) charge analysis, in e, for atoms 1 through 8:
1. C -0.10
2. C 0.50
3. C 0.23
4. C 0.09
5. H 0.22
6. H 0.21
7. H 0.18
8. N -0.44


[3]
Entry from OMol25: an isolated molecule of C21H32N2O3 (ωB97M-V/def2-TZVPD).

Values from the calculation:
energy above the lowest of the compared OMol25 structures with the same formula, charge and spin = 21.8 kJ/mol
lowest unoccupied orbital energy = 0.70 eV
electronic energy = -1154.69516 a.u.
total charge = 0
SMILES string = CCOc1ccccc1NC(=O)[C@H](CC(C)C)NC(=O)C1CCCCC1

XYZ file:
```
58
Properties=species:S:1:pos:R:3:forces:R:3
C 4.525604 0.784899 1.189954 -0.237 -0.135 -0.227
C 3.853008 -0.297008 0.353118 0.349 -0.020 0.305
O 2.728823 0.191873 -0.351847 -0.219 0.163 -0.413
C 2.901615 1.146141 -1.306977 -0.179 0.090 -0.107
C 4.066969 1.337139 -2.040440 -0.002 -0.182 0.187
C 4.106811 2.253172 -3.077654 -0.016 0.060 -0.058
C 2.983382 2.987736 -3.408825 0.037 0.010 -0.109
C 1.822709 2.825618 -2.673872 0.063 -0.098 0.119
C 1.778181 1.933761 -1.613788 0.320 -0.048 0.173
N 0.594463 1.792965 -0.868865 0.043 -0.056 -0.496
C 0.533200 1.800412 0.482665 -0.523 0.117 0.134
O 1.458786 2.043684 1.222761 0.177 0.120 0.145
C -0.904507 1.532047 0.989914 0.140 0.328 0.179
C -0.950965 1.385164 2.515359 -0.049 -0.137 -0.164
C -0.662701 -0.013079 3.080309 0.158 0.189 0.118
C -0.686168 0.062305 4.607309 -0.152 -0.120 -0.261
C 0.679776 -0.568554 2.612651 -0.206 -0.069 0.075
N -1.521585 0.408656 0.313995 0.082 -0.021 0.431
C -2.143794 0.496016 -0.873383 -0.264 -0.448 -0.163
O -2.164473 1.531861 -1.523096 -0.057 0.347 -0.212
C -2.787270 -0.787161 -1.368432 0.128 0.047 0.169
C -3.795802 -1.366629 -0.372872 -0.212 0.030 -0.287
C -4.442636 -2.620216 -0.956462 0.157 -0.111 0.281
C -3.379556 -3.660290 -1.298549 -0.165 0.059 -0.285
C -2.363404 -3.083894 -2.280339 0.151 -0.104 0.283
C -1.713399 -1.828959 -1.704160 -0.148 0.005 -0.331
H 5.047960 1.498072 0.556991 0.079 0.077 0.013
H 3.762175 1.321055 1.747897 -0.011 0.040 0.079
H 5.235452 0.334899 1.878554 0.119 -0.048 0.057
H 3.435861 -1.069281 1.005111 0.100 0.035 -0.114
H 4.568143 -0.773813 -0.331080 -0.118 -0.010 0.066
H 4.948338 0.754824 -1.821127 0.061 -0.070 0.067
H 5.022480 2.380138 -3.635637 0.075 0.009 -0.040
H 3.011056 3.689610 -4.227918 -0.001 0.065 -0.068
H 0.937993 3.399064 -2.908348 -0.092 0.084 0.014
H -0.282609 1.880328 -1.376958 -0.011 -0.100 0.145
H -1.480908 2.423224 0.700463 0.102 -0.159 0.050
H -1.934953 1.699565 2.870457 -0.003 0.040 -0.016
H -0.206984 2.077002 2.914969 -0.062 0.019 0.031
H -1.465357 -0.699765 2.778418 0.008 0.017 -0.003
H -1.641004 0.444797 4.961627 -0.084 0.051 0.096
H -0.530456 -0.923484 5.039866 0.022 -0.081 0.094
H 0.101942 0.721348 4.963302 0.110 0.093 0.059
H 0.723024 -0.677973 1.531482 0.119 -0.046 -0.162
H 0.861752 -1.541922 3.065850 0.017 -0.114 0.008
H 1.479127 0.107015 2.903726 0.123 0.066 -0.009
H -1.445980 -0.485578 0.768066 -0.089 -0.030 -0.085
H -3.316757 -0.526183 -2.290701 0.077 0.069 0.084
H -4.560759 -0.620572 -0.147653 0.031 0.029 0.097
H -3.297974 -1.629312 0.563809 0.019 0.016 0.090
H -5.153762 -3.035770 -0.239624 -0.070 0.024 -0.052
H -4.994931 -2.355651 -1.860545 -0.084 0.011 -0.036
H -3.851774 -4.544688 -1.730313 0.025 -0.063 0.063
H -2.866365 -3.969569 -0.384602 0.020 -0.064 0.057
H -1.595135 -3.827352 -2.501647 -0.010 0.009 -0.089
H -2.866414 -2.833459 -3.216698 0.005 -0.009 -0.091
H -1.006210 -1.409096 -2.422648 0.077 0.022 0.064
H -1.154039 -2.095131 -0.803565 0.073 0.001 0.049
```
Positions in Å, forces in eV/Å.

Results of the natural (NBO) charge analysis, in e, for atoms 1 through 8:
1. C -0.65
2. C -0.06
3. O -0.52
4. C 0.37
5. C -0.30
6. C -0.21
7. C -0.23
8. C -0.20


[4]
Entry from OMol25: CH6N3 as an isolated structure at a distorted geometry (ωB97M-V/def2-TZVPD).

Values from the calculation:
energy above the lowest of the compared OMol25 structures with the same formula, charge and spin = 512.2 kJ/mol
lowest unoccupied orbital energy = -4.04 eV
electronic energy = -205.56232 a.u.
total charge = +1

XYZ file:
```
10
Properties=species:S:1:pos:R:3:forces:R:3
C 1.904135 0.520643 -0.012213 -0.265 -0.242 0.441
N 0.637453 0.860714 0.239645 0.753 0.117 0.137
N 1.606486 -0.780406 0.059798 0.419 0.538 0.264
N 0.262172 -0.468757 0.179150 -1.179 -0.684 -0.846
H -2.849349 0.077072 -0.198813 1.027 -0.294 -0.266
H 2.805671 1.066080 -0.205093 0.124 0.132 -0.174
H 0.069602 1.694891 0.246167 -0.111 -0.058 -0.066
H 2.045120 -1.660456 -0.168986 -0.111 -0.026 -0.071
H -0.340471 -0.893317 0.884268 0.450 0.195 0.341
H -2.139205 -0.143590 -0.421572 -1.105 0.321 0.239
```
Positions in Å, forces in eV/Å.

Results of the natural (NBO) charge analysis, in e, for atoms 1 through 8:
1. C 0.26
2. N -0.34
3. N -0.34
4. N -0.21
5. H 0.05
6. H 0.27
7. H 0.47
8. H 0.47


[5]
Entry from OMol25: a 2-piece molecular cluster, C8H6N6O4 overall at a distorted geometry (ωB97M-V/def2-TZVPD).

Values from the calculation:
energy above the lowest of the compared OMol25 structures with the same formula, charge and spin = 0.0 kJ/mol
lowest unoccupied orbital energy = -2.03 eV
electronic energy = -937.68679 a.u.
total charge = 0
SMILES string = O=[N+]([O-])c1cnc2no[n+]([O-])c2c1.c1c[nH]cn1

XYZ file:
```
24
Properties=species:S:1:pos:R:3:forces:R:3
O -1.419374 1.052606 -2.533764 -0.941 -1.850 1.369
N -2.084836 0.220053 -1.877118 -1.458 2.560 -1.470
O -3.335788 0.274372 -1.800788 2.440 -0.429 0.093
C -1.399571 -0.836132 -1.196500 1.428 -0.954 0.400
C -2.164313 -1.811469 -0.465703 0.446 -0.973 0.516
N -1.645852 -2.870892 0.156232 -1.471 1.163 -0.537
C -0.318750 -3.005819 0.071794 2.715 -0.733 0.212
N 0.440365 -3.993839 0.634897 -0.677 1.768 -1.084
O 1.763305 -3.691359 0.285863 -1.140 1.344 -0.828
N 1.808366 -2.499002 -0.503942 -0.914 0.069 0.096
O 2.873667 -2.078893 -0.911095 -0.845 -0.452 0.421
C 0.497703 -2.057731 -0.644753 1.558 -2.066 1.392
C -0.010048 -0.935593 -1.262826 -1.322 0.691 -0.545
H -3.249093 -1.680131 -0.413912 0.430 -0.072 -0.021
H 0.625500 -0.227612 -1.780470 -0.233 0.033 0.037
C 0.020982 1.923208 1.926745 1.196 1.075 -0.299
C 0.820772 2.983811 2.325479 -0.467 -0.730 -0.750
N 1.503812 3.378454 1.186802 -0.164 -0.204 -0.182
C 1.108480 2.561050 0.147847 -0.260 0.073 1.555
N 0.235007 1.674314 0.588768 0.016 0.084 -0.558
H -0.672697 1.351264 2.520623 0.053 -0.024 -0.059
H 0.933046 3.449517 3.289271 0.110 0.111 -0.118
H 2.177481 4.134329 1.116528 -0.335 -0.328 0.100
H 1.491836 2.685495 -0.859978 -0.166 -0.154 0.258
```
Positions in Å, forces in eV/Å.

Results of the natural (NBO) charge analysis, in e, for atoms 1 through 8:
1. O -0.37
2. N 0.50
3. O -0.37
4. C -0.04
5. C 0.12
6. N -0.40
7. C 0.28
8. N -0.10


[6]
Entry from OMol25: a 2-piece molecular cluster, CH6N2OS overall at a distorted geometry (ωB97M-V/def2-TZVPD).

Values from the calculation:
energy above the lowest of the compared OMol25 structures with the same formula, charge and spin = 240.1 kJ/mol
lowest unoccupied orbital energy = 0.77 eV
electronic energy = -624.55558 a.u.
total charge = 0

XYZ file:
```
11
Properties=species:S:1:pos:R:3:forces:R:3
C -2.193387 0.230497 -0.245977 -0.509 1.569 2.489
N -1.081956 -0.556904 0.084284 2.271 -1.780 -1.326
N 2.570865 -0.121896 1.094007 0.858 1.727 1.348
O -0.474637 0.980971 -2.056505 0.663 -0.185 -0.899
S -0.547196 0.977250 -0.602683 -1.561 -0.004 0.932
H -2.795840 0.131450 -1.107728 -0.298 -0.244 -1.029
H -2.736629 0.552612 0.680189 0.353 -0.185 -1.051
H 1.895982 -0.184340 0.412678 -1.465 -0.062 -1.884
H -0.750510 -1.291795 -0.598001 -0.938 0.839 0.861
H 3.443435 0.252065 0.786204 0.268 0.011 -0.333
H 2.669872 -0.969910 1.553534 0.359 -1.685 0.893
```
Positions in Å, forces in eV/Å.

Results of the natural (NBO) charge analysis, in e, for atoms 1 through 8:
1. C -0.38
2. N -0.75
3. N -1.07
4. O -0.95
5. S 1.28
6. H 0.22
7. H 0.20
8. H 0.35